# 1
{"formula": "C28H25N3O3S", "method": "ωB97M-V/def2-TZVPD", "species": ["S", "O", "O", "O", "N", "N", "N", "C", "C", "C", "C", "C", "C", "C", "C", "C", "C", "C", "C", "C", "C", "C", "C", "C", "C", "C", "C", "C", "C", "C", "C", "C", "C", "C", "C", "H", "H", "H", "H", "H", "H", "H", "H", "H", "H", "H", "H", "H", "H", "H", "H", "H", "H", "H", "H", "H", "H", "H", "H", "H"], "positions_angstrom": [[-1.825, -0.876, 2.425], [-2.895, -1.153, 1.492], [-2.078, -0.406, 3.776], [-1.520, -0.047, -2.186], [1.057, 1.316, 3.298], [-0.679, 1.666, -4.310], [1.394, 1.410, -3.730], [0.285, 0.931, 2.503], [-1.657, -3.561, 2.321], [1.388, 1.995, -4.992], [-0.922, -2.412, 2.606], [0.294, -2.452, 3.277], [0.853, -3.690, 3.585], [2.610, 1.090, -3.004], [-0.394, 0.511, -2.085], [0.097, 2.164, -5.354], [3.195, -2.586, 1.110], [0.155, -4.863, 3.273], [3.934, -0.314, 1.016], [-1.092, -4.800, 2.634], [-3.920, 2.640, 1.427], [0.373, 0.580, -0.899], [1.554, -0.810, 0.758], [2.612, 0.095, 0.819], [0.143, -0.231, 0.345], [-3.585, 3.580, 0.452], [1.893, -2.166, 0.771], [-1.327, 2.667, 0.437], [4.231, -1.652, 1.201], [0.120, 1.232, -3.300], [-2.132, 1.723, -4.318], [-0.604, 0.469, 1.451], [-2.271, 3.587, -0.027], [-1.710, 1.564, 1.187], [-2.977, 1.664, 1.793], [0.596, -5.836, 3.528], [2.297, 2.240, -5.515], [-1.631, -5.713, 2.368], [1.136, -2.929, 0.573], [-2.465, 2.700, -3.919], [2.421, 1.158, 0.700], [-3.250, 1.050, 2.645], [4.719, 0.446, 1.031], [-4.328, 4.298, 0.098], [-2.464, 1.618, -5.364], [5.264, -1.940, 1.435], [0.822, -1.533, 3.523], [-2.500, 0.906, -3.680], [3.404, 1.062, -3.755], [2.838, 1.869, -2.262], [-4.900, 2.650, 1.903], [-0.249, 2.799, 0.276], [2.551, 0.112, -2.508], [-1.963, 4.327, -0.768], [3.406, -3.645, 1.289], [-0.447, -1.086, -0.049], [-2.638, -3.471, 1.862], [1.267, 1.190, -0.949], [1.844, -3.708, 4.044], [-0.332, 2.567, -6.258]], "forces_ev_per_angstrom": [[1.2, -0.1, -0.4], [0.3, 0.2, 0.5], [0.1, -0.1, -0.8], [0.2, -0.2, -0.5], [-1.9, -0.9, -1.8], [0.9, 0.2, 0.0], [-0.6, 0.1, 0.0], [1.9, 1.2, 1.9], [0.5, -0.3, -0.1], [-0.2, -0.1, 0.3], [-0.5, 0.1, 0.5], [0.1, -0.1, -0.1], [-0.2, 0.0, -0.1], [0.6, 0.0, 0.0], [0.1, -0.1, 2.8], [0.1, -0.4, 0.7], [0.0, 0.2, -0.3], [0.1, 0.0, -0.1], [-0.4, 0.7, -0.1], [0.2, 0.1, 0.1], [0.8, -0.1, -0.2], [0.0, 0.7, -2.3], [-0.2, 0.4, -1.1], [0.7, 0.1, 0.4], [0.9, -1.6, -1.7], [0.3, -0.5, -0.1], [0.0, -0.3, 0.5], [0.4, 0.0, -0.5], [0.0, -0.4, 0.3], [-0.1, 0.1, -1.1], [-0.7, 0.1, 0.1], [-2.8, -0.3, 2.7], [0.0, 0.3, 0.1], [0.4, 0.6, 0.3], [-0.5, 0.0, 0.2], [-0.2, 0.4, -0.2], [0.0, -0.1, 0.1], [0.2, 0.3, 0.2], [0.1, 0.3, 0.2], [0.1, -0.5, -0.2], [0.0, -0.2, 0.2], [0.0, -0.1, -0.5], [-0.2, -0.3, 0.1], [0.3, -0.2, 0.1], [0.1, 0.0, 0.5], [-0.5, -0.1, -0.1], [-0.1, -0.2, 0.0], [0.1, 0.4, -0.3], [0.0, 0.0, 0.2], [-0.1, -0.3, -0.2], [0.3, 0.0, -0.1], [-0.7, 0.0, -0.6], [-0.2, 0.4, -0.1], [0.0, 0.0, 0.4], [-0.2, 0.4, -0.3], [-0.1, 0.3, 0.6], [0.2, -0.1, 0.0], [-0.1, -0.1, 0.1], [-0.4, -0.2, -0.1], [0.0, -0.1, 0.2]], "nbo_charge": [2.0986, -0.9165, -0.9143, -0.7349, -0.3069, -0.2932, -0.3092, 0.2694, -0.1844, -0.0580, -0.3213, -0.1804, -0.2040, -0.4073, 0.3319, -0.0612, -0.2266, -0.1936, -0.2225, -0.2154, -0.2389, -0.4019, -0.0390, -0.2017, -0.2674, -0.1983, -0.1501, -0.1704, -0.2199, 0.4137, -0.4322, -0.2622, -0.2349, -0.0609, -0.1203, 0.2192, 0.2339, 0.2219, 0.2130, 0.2109, 0.2104, 0.2296, 0.2122, 0.2130, 0.2041, 0.2157, 0.2476, 0.3008, 0.2115, 0.2171, 0.2180, 0.2178, 0.2552, 0.2076, 0.2144, 0.2672, 0.2534, 0.1767, 0.2239, 0.2392], "gap_ha": 0.2681, "lumo_ev": 0.31, "e_above_lowest_ev": 4.356, "homo_ev": -6.99, "spin_multiplicity": 1}



# 2
{"formula": "C28H25N4O3RhS", "method": "ωB97M-V/def2-TZVPD", "species": ["Rh", "S", "O", "O", "O", "N", "N", "N", "N", "C", "C", "C", "C", "C", "C", "C", "C", "C", "C", "C", "C", "C", "C", "C", "C", "C", "C", "C", "C", "C", "C", "C", "C", "C", "C", "C", "C", "H", "H", "H", "H", "H", "H", "H", "H", "H", "H", "H", "H", "H", "H", "H", "H", "H", "H", "H", "H", "H", "H", "H", "H", "H"], "positions_angstrom": [[0.394, 0.095, 0.229], [1.836, 0.678, 2.174], [-2.328, -2.981, 0.353], [0.612, -1.810, 1.421], [-1.280, 3.823, 0.892], [-0.893, -1.531, -0.755], [-1.615, 0.414, 0.728], [0.674, -1.640, 2.721], [0.053, 2.131, 0.010], [0.154, -2.608, 3.494], [-2.196, -0.711, 1.039], [0.842, -1.439, 5.447], [1.763, 4.165, 1.205], [-3.249, 0.428, 2.842], [-2.617, 1.605, 2.476], [-3.051, -0.753, 2.116], [2.733, 4.224, -2.465], [-0.897, -3.746, -3.732], [1.823, 3.331, -3.002], [0.863, -2.195, -2.259], [-2.861, -2.978, -2.377], [-1.774, 1.545, 1.384], [-0.484, -2.291, -1.847], [0.438, -3.716, -4.098], [1.332, -0.444, 4.645], [2.703, 4.487, -1.104], [1.250, -0.524, 3.240], [-1.378, -3.028, -2.638], [0.903, 2.914, -0.817], [-0.108, 1.742, -2.834], [0.231, -2.546, 4.862], [1.859, -1.328, -1.510], [1.793, 3.850, -0.266], [-1.798, -1.891, 0.134], [-0.946, 2.643, 0.751], [0.896, 2.675, -2.197], [1.302, -2.911, -3.367], [0.786, 4.561, 1.484], [3.404, 5.196, -0.674], [3.463, 4.714, -3.100], [2.531, 4.901, 1.454], [1.824, 3.132, -4.071], [-0.311, -3.407, 2.931], [-2.742, 2.530, 3.024], [1.928, 3.269, 1.806], [1.789, 0.442, 5.063], [2.345, -2.827, -3.661], [0.919, -1.357, 6.525], [-0.184, -3.349, 5.454], [0.793, -4.287, -4.947], [2.810, -1.272, -2.040], [-0.803, 2.313, -3.456], [-1.604, -4.324, -4.323], [-3.206, -1.938, -2.344], [-3.120, -3.424, -1.414], [-3.902, 0.422, 3.707], [1.486, -0.283, -1.438], [-0.688, 1.202, -2.091], [-3.399, -3.495, -3.173], [-3.532, -1.686, 2.377], [0.385, 1.010, -3.478], [2.051, -1.720, -0.510]], "forces_ev_per_angstrom": [[0.0, 0.4, 2.1], [-0.1, 0.1, -0.4], [-0.1, -0.4, 0.4], [0.0, 0.0, -0.7], [0.2, 0.0, 0.0], [0.3, 0.5, -1.1], [0.7, 0.3, 0.2], [0.1, 0.2, 0.0], [0.1, -0.2, -0.5], [-0.1, -0.3, 0.2], [-0.3, -1.0, -0.2], [0.0, 0.0, 0.2], [0.1, 0.0, -0.1], [-0.2, -0.4, 0.0], [0.0, 0.3, 0.0], [-0.4, 0.1, 0.4], [0.0, 0.0, 0.0], [-0.1, 0.0, 0.0], [0.0, 0.0, 0.0], [0.4, 0.0, 0.0], [0.0, -0.1, -0.2], [0.1, 0.4, -0.2], [0.1, 0.1, 0.2], [0.0, 0.1, 0.2], [0.1, 0.2, -0.2], [0.0, 0.0, 0.1], [0.1, 0.1, 0.1], [-0.4, -0.1, -0.1], [-0.2, 0.1, 0.2], [0.1, 0.1, 0.0], [-0.1, -0.2, -0.1], [-0.2, -0.3, -0.3], [0.0, 0.1, 0.1], [-0.3, 0.2, 0.5], [0.0, 0.3, -0.1], [0.0, -0.1, -0.1], [0.0, 0.0, 0.0], [0.0, 0.0, 0.0], [-0.1, 0.0, 0.0], [0.0, 0.0, 0.0], [0.0, 0.0, 0.0], [0.0, 0.0, 0.1], [0.0, 0.1, 0.0], [0.0, 0.0, -0.1], [0.0, 0.0, 0.0], [0.0, 0.0, 0.0], [0.0, 0.0, 0.0], [0.0, 0.0, -0.1], [0.0, 0.0, 0.0], [0.0, 0.0, 0.0], [0.0, 0.0, -0.1], [0.0, 0.0, 0.0], [0.0, 0.0, 0.1], [0.0, -0.1, 0.0], [0.0, 0.0, -0.2], [0.0, 0.0, 0.0], [0.3, -0.1, -0.2], [0.0, 0.0, 0.0], [0.0, 0.0, -0.1], [0.0, 0.0, 0.0], [0.0, 0.0, 0.0], [0.0, 0.0, 0.0]], "lowdin_spin": [0.7682, 0.0096, 0.0016, 0.0076, 0.0001, 0.0686, 0.0516, 0.0047, -0.0138, -0.0010, 0.0162, 0.0001, -0.0001, 0.0139, -0.0010, -0.0014, -0.0010, 0.0003, 0.0001, 0.0033, 0.0000, 0.0176, 0.0044, 0.0016, 0.0034, 0.0001, 0.0032, 0.0029, -0.0003, -0.0010, 0.0043, 0.0194, -0.0008, 0.0061, 0.0005, -0.0009, 0.0006, 0.0000, 0.0000, -0.0001, 0.0000, 0.0000, -0.0001, -0.0002, -0.0001, 0.0002, 0.0002, -0.0001, 0.0004, 0.0001, 0.0007, 0.0000, 0.0001, 0.0000, 0.0000, 0.0010, 0.0064, -0.0007, 0.0000, 0.0002, 0.0000, 0.0033], "gap_ha": [0.2516, 0.2639], "lumo_ev": [2.62, 2.64], "e_above_lowest_ev": 1.178, "charge": -1, "homo_ev": [-4.23, -4.54], "s_squared": 0.7603, "spin_multiplicity": 2}



# 3
{"formula": "C28H25N5O2PPdS", "method": "ωB97M-V/def2-TZVPD", "species": ["Pd", "S", "P", "O", "O", "N", "N", "N", "N", "N", "C", "C", "C", "C", "C", "C", "C", "C", "C", "C", "C", "C", "C", "C", "C", "C", "C", "C", "C", "C", "C", "C", "C", "C", "C", "C", "C", "C", "H", "H", "H", "H", "H", "H", "H", "H", "H", "H", "H", "H", "H", "H", "H", "H", "H", "H", "H", "H", "H", "H", "H", "H", "H"], "positions_angstrom": [[0.258, -0.483, 0.636], [-2.083, -0.532, -1.395], [2.125, 0.751, -0.207], [-1.634, 0.815, -1.691], [-1.394, -1.641, -2.002], [-3.083, -2.592, 0.818], [-1.008, -1.957, 1.791], [-7.828, -0.912, -2.591], [-0.386, 1.663, 0.864], [-1.891, -0.609, 0.236], [-4.315, -1.853, -2.182], [1.376, 4.850, 1.640], [-5.942, 0.380, -1.850], [0.620, 2.678, 0.974], [-5.661, -1.944, -2.455], [2.848, 3.409, 0.405], [4.213, 1.058, -3.651], [-6.498, -0.831, -2.291], [-3.779, -0.646, -1.747], [-2.067, -3.935, 2.518], [4.797, 0.530, -0.978], [-1.018, -3.044, 2.562], [3.481, 0.750, -1.383], [-4.594, 0.470, -1.583], [5.524, 0.845, -3.247], [2.751, 0.328, 2.548], [2.786, -1.594, 1.073], [2.638, -0.206, 1.259], [3.013, -0.505, 3.621], [1.866, 2.424, 0.401], [3.186, 1.006, -2.722], [2.601, 4.624, 1.025], [-3.083, -3.656, 1.609], [-2.044, -1.775, 0.943], [0.381, 3.884, 1.612], [3.054, -2.419, 2.156], [3.164, -1.875, 3.427], [5.816, 0.579, -1.915], [-3.932, -4.324, 1.509], [-6.577, 1.249, -1.735], [-0.585, 4.077, 2.063], [2.640, 1.395, 2.701], [-3.667, -2.709, -2.311], [-6.080, -2.879, -2.808], [2.160, 1.154, -3.035], [3.180, -3.483, 2.004], [-8.247, -1.809, -2.757], [5.023, 0.321, 0.060], [6.839, 0.410, -1.607], [-2.094, -4.811, 3.147], [2.729, -2.013, 0.073], [1.187, 5.795, 2.132], [3.376, -2.516, 4.272], [3.806, 3.217, -0.062], [3.108, -0.087, 4.614], [-4.163, 1.410, -1.265], [3.365, 5.389, 1.038], [6.323, 0.880, -3.975], [-0.168, -3.181, 3.220], [-1.112, 1.730, 1.567], [-0.842, 1.659, -0.058], [3.989, 1.255, -4.690], [-8.446, -0.168, -2.325]], "forces_ev_per_angstrom": [[-0.1, 0.4, 0.3], [-0.1, 0.0, 0.0], [-0.1, -0.2, 0.1], [0.0, 0.0, 0.0], [0.0, 0.0, 0.0], [0.0, 0.0, 0.0], [0.0, -0.1, -0.2], [0.0, 0.0, 0.0], [0.0, 0.0, 0.0], [0.2, -0.1, -0.1], [0.0, 0.0, 0.0], [0.0, 0.0, 0.0], [0.0, 0.0, 0.0], [0.0, 0.0, 0.0], [0.0, 0.0, 0.0], [0.0, 0.0, 0.0], [0.0, 0.0, 0.0], [0.0, 0.0, 0.0], [0.0, 0.0, 0.0], [0.0, 0.0, 0.0], [0.0, 0.0, 0.0], [0.0, 0.1, 0.1], [0.0, 0.0, 0.0], [0.0, 0.0, 0.0], [0.0, 0.0, 0.0], [0.0, 0.0, 0.0], [0.1, 0.0, 0.1], [0.1, -0.1, -0.1], [0.0, 0.0, 0.0], [0.0, 0.0, 0.0], [0.0, 0.0, 0.0], [0.0, 0.0, 0.0], [0.0, 0.0, 0.0], [0.0, 0.0, 0.0], [0.0, 0.0, 0.0], [0.0, 0.0, 0.0], [0.0, 0.0, 0.0], [0.0, 0.0, 0.0], [0.0, 0.0, 0.0], [0.0, 0.0, 0.0], [0.0, 0.0, 0.0], [0.0, 0.0, 0.0], [0.0, 0.0, 0.0], [0.0, 0.0, 0.0], [0.0, 0.0, 0.0], [0.0, 0.0, 0.0], [0.0, 0.0, 0.0], [0.0, 0.0, 0.0], [0.0, 0.0, 0.0], [0.0, 0.0, 0.0], [0.0, 0.0, 0.0], [0.0, 0.0, 0.0], [0.0, 0.0, 0.0], [0.0, 0.0, 0.0], [0.0, 0.0, 0.0], [0.0, 0.0, 0.0], [0.0, 0.0, 0.0], [0.0, 0.0, 0.0], [0.0, 0.0, 0.0], [0.0, 0.0, 0.0], [0.0, 0.0, 0.0], [0.0, 0.0, 0.0], [0.0, 0.0, 0.0]], "lowdin_spin": [1.1309, 0.0149, 0.1499, -0.0006, 0.0035, 0.0079, 0.0663, 0.0045, 0.1486, 0.1809, 0.0040, 0.0052, -0.0004, 0.0121, 0.0005, 0.0050, -0.0010, 0.0045, 0.0060, 0.0077, 0.0114, 0.0060, 0.0344, 0.0040, 0.0069, 0.0263, 0.0435, 0.0148, 0.0009, 0.0191, 0.0101, 0.0066, 0.0008, 0.0153, 0.0079, -0.0015, 0.0307, 0.0010, -0.0001, -0.0001, 0.0003, 0.0010, 0.0001, -0.0001, 0.0019, -0.0009, 0.0001, 0.0005, 0.0002, 0.0007, 0.0043, 0.0003, 0.0017, 0.0003, -0.0005, 0.0001, 0.0004, 0.0004, 0.0000, 0.0017, -0.0011, -0.0002, 0.0001], "gap_ha": [0.2840, 0.2115], "lumo_ev": [-2.35, -4.37], "charge": 1, "homo_ev": [-10.08, -10.13], "s_squared": 2.0118, "spin_multiplicity": 3}